[1]
DFT (the ωB97M-V functional and the def2-TZVPD basis) results for C16H32AsN7O3PdSSi2 as an isolated structure.

```
63
Properties=species:S:1:pos:R:3:forces:R:3
Pd 0.172 1.605 0.493 -0.03 0.01 -0.06
N -0.529 -3.336 0.101 -0.06 -0.08 -0.10
N -0.998 -2.048 -0.092 -0.45 0.01 -0.14
N -1.131 -1.499 -1.284 0.05 0.01 0.10
C -1.503 -0.270 -0.959 0.25 0.01 0.00
N -1.602 -0.107 0.378 -0.37 0.13 -0.03
N -1.305 -1.267 0.906 0.41 0.18 0.04
H 0.451 -3.201 0.339 0.27 -0.27 0.07
H -0.984 -3.663 0.948 -0.03 -0.05 0.01
H -1.642 0.530 -1.665 -0.03 0.00 0.00
C -0.588 5.192 1.442 0.01 0.01 0.01
Si -0.997 4.515 -0.278 -0.02 -0.05 0.00
C -1.304 6.059 -1.350 -0.01 0.00 0.01
C -2.719 3.732 -0.103 0.00 0.02 0.00
As 0.549 3.163 -1.343 0.09 0.02 -0.01
Si 2.281 2.658 0.401 -0.29 0.28 0.07
C 3.639 2.008 -0.762 0.03 0.01 -0.03
C 2.917 4.323 1.050 -0.01 0.05 -0.05
C 2.593 1.553 1.973 -4.94 5.51 -0.81
H -1.438 5.761 1.836 0.01 0.00 0.00
H 0.280 5.853 1.405 0.01 0.00 0.00
H -0.363 4.378 2.134 0.00 0.00 0.00
H -2.089 6.696 -0.926 0.00 0.00 0.00
H -1.609 5.766 -2.358 0.00 0.01 0.00
H -0.389 6.648 -1.439 0.00 0.00 0.00
H -3.455 4.448 0.283 0.00 0.01 0.00
H -2.679 2.874 0.573 0.00 -0.01 -0.01
H -3.068 3.372 -1.075 0.01 -0.01 0.01
H 3.758 2.667 -1.624 -0.02 0.02 0.04
H 3.375 1.016 -1.139 0.05 -0.01 0.00
H 4.599 1.938 -0.237 0.07 0.01 -0.11
H 2.946 5.069 0.254 0.02 0.02 0.01
H 3.925 4.197 1.463 0.03 0.02 0.00
H 2.275 4.701 1.849 -0.01 -0.01 0.00
H 2.310 0.504 1.821 -1.49 3.13 -1.61
H 2.054 1.904 2.855 -0.83 0.44 -0.07
H 3.667 1.578 2.197 -4.00 4.10 0.44
N -0.404 0.053 3.564 0.21 0.02 0.05
C -0.128 -0.855 4.597 -0.05 -0.15 0.17
C 0.737 -1.928 4.378 -0.11 -0.02 -0.06
C 1.051 -2.810 5.401 -0.02 0.00 0.06
C 0.508 -2.649 6.667 0.00 -0.01 0.00
C -0.347 -1.579 6.893 -0.01 0.01 0.01
C -0.661 -0.690 5.876 0.00 0.05 -0.02
S 0.851 -3.835 7.969 0.03 -0.06 0.03
O 2.141 -4.414 7.607 -0.03 0.03 0.00
O 0.869 -3.045 9.195 0.00 0.03 -0.01
O -0.257 -4.782 7.902 0.00 0.02 -0.01
H -1.336 0.440 3.586 0.03 0.06 0.03
H -0.232 -0.346 2.652 -0.14 -0.02 -0.03
H 1.148 -2.072 3.383 -0.53 -0.18 0.71
H 1.726 -3.639 5.231 0.01 -0.01 -0.01
H -0.757 -1.444 7.886 0.00 0.00 0.00
H -1.321 0.150 6.071 -0.01 0.00 0.00
C 4.173 0.260 2.112 4.60 -5.20 -0.69
C 3.083 -0.508 2.860 1.35 -1.97 1.93
C 2.479 -1.548 2.029 0.65 0.20 -0.36
N 2.001 -2.346 1.359 0.13 -0.06 -0.35
H 4.591 1.026 2.764 1.36 -1.09 0.39
H 3.761 0.752 1.231 2.47 -2.60 -1.11
H 4.976 -0.406 1.797 0.64 -0.92 0.33
H 2.284 0.167 3.175 0.45 -1.25 1.13
H 3.472 -0.987 3.759 0.25 -0.40 0.04
```
Positions in Å, forces in eV/Å.

Summary:
HOMO, eV: -1.3
Orbital gap, Eh: 0.217
Spin multiplicity: 1
LUMO energy, hartree: 0.168
Total charge: -2

Here are the Mulliken charges for atoms 1 to 2, given in e: number 1, Pd, carries -0.694; number 2, N, carries -0.839



[2]
DFT (the ωB97M-V functional and the def2-TZVPD basis) results for a single C4H9NO molecule.

```
15
Properties=species:S:1:pos:R:3:forces:R:3
C -1.375 -0.784 0.404 -0.12 -0.17 0.06
N -0.418 0.316 0.442 0.03 0.02 -0.10
C -0.983 1.510 -0.159 -0.09 0.24 -0.06
C 0.796 -0.015 -0.218 0.35 -0.22 -0.02
C 1.809 -0.607 0.412 -0.33 0.07 0.16
O 2.939 -1.084 -0.172 0.05 0.06 -0.40
H -1.690 -1.028 -0.628 0.04 0.03 0.12
H -2.267 -0.522 0.983 0.14 0.01 -0.09
H -0.928 -1.678 0.848 -0.07 0.16 -0.08
H -1.891 1.814 0.369 0.11 -0.05 -0.05
H -0.255 2.326 -0.108 -0.15 -0.11 0.02
H -1.239 1.342 -1.225 0.00 0.08 0.17
H 0.857 0.205 -1.298 0.00 -0.17 0.23
H 2.843 -1.003 -1.133 0.13 -0.02 0.25
H 1.803 -0.790 1.484 -0.08 0.08 -0.20
```
Positions in Å, forces in eV/Å.

Summary:
HOMO, eV: -8.2
SMILES: CN(C)/C=C/O
Orbital gap, Eh: 0.337
Spin multiplicity: 1
LUMO energy, hartree: 0.035
Total charge: 0
Energy above the lowest of the compared OMol25 structures with the same formula, charge and spin, kcal/mol: 48.7

Here are the Mulliken charges for atoms 1 to 2, given in e: number 1, C, carries -0.923; number 2, N, carries -0.117



[3]
DFT (the ωB97M-V functional and the def2-TZVPD basis) results for a 7-piece molecular cluster, C55H118N6O7 overall.

```
186
Properties=species:S:1:pos:R:3:forces:R:3
C 10.082 -2.014 -15.929 -0.49 -0.44 0.97
O 11.423 -2.427 -16.071 0.30 0.32 -0.46
H 9.521 -2.829 -15.455 -0.30 0.11 -0.27
H 9.950 -1.148 -15.267 0.27 0.09 -0.14
H 9.631 -1.773 -16.887 0.27 -0.10 -0.19
H 11.688 -2.913 -15.288 -0.05 0.04 0.05
C 12.553 4.678 -15.771 0.08 0.02 0.71
C 12.230 4.489 -17.238 0.02 0.09 -0.98
C 13.545 4.298 -18.014 -0.14 0.61 -0.58
C 13.365 3.745 -19.431 0.64 -0.25 0.34
C 12.626 2.426 -19.349 0.19 -0.57 -0.13
C 11.285 2.515 -18.630 -0.37 -0.03 -0.04
N 11.424 3.268 -17.375 0.56 -0.52 0.33
O 10.120 3.447 -16.830 0.18 0.25 0.09
C 10.241 3.119 -19.577 0.04 0.74 0.18
C 10.846 1.104 -18.234 0.77 -0.38 -0.32
C 11.529 5.750 -17.772 -0.39 0.14 0.61
H 11.654 4.660 -15.151 -0.02 0.08 -0.08
H 13.051 5.630 -15.570 -0.05 0.05 -0.21
H 13.224 3.900 -15.402 -0.10 -0.12 -0.13
H 13.961 5.303 -18.135 0.24 -0.09 0.31
H 14.272 3.693 -17.470 -0.17 -0.12 0.11
H 14.369 3.552 -19.822 -0.07 0.06 -0.11
H 12.936 4.494 -20.097 -0.36 -0.15 0.04
H 13.266 1.684 -18.854 0.00 0.31 0.39
H 12.475 1.938 -20.318 -0.22 0.40 -0.13
H 10.506 4.145 -19.844 0.18 -0.12 -0.18
H 10.179 2.541 -20.498 -0.23 -0.10 0.06
H 9.275 3.229 -19.082 -0.08 -0.41 -0.11
H 10.838 0.462 -19.123 -0.57 0.15 -0.04
H 11.620 0.625 -17.628 -0.12 0.27 0.35
H 9.902 1.116 -17.696 -0.09 -0.14 -0.16
H 10.577 5.871 -17.246 -0.02 -0.02 -0.13
H 11.321 5.741 -18.839 0.15 -0.08 -0.05
H 12.124 6.632 -17.527 0.08 -0.02 -0.14
H 10.219 3.110 -15.934 -0.14 -0.08 0.01
C 8.052 -0.372 -21.079 0.83 0.13 -0.01
C 6.952 -1.238 -20.458 -0.35 -0.29 -0.12
C 7.247 -1.765 -19.057 -0.38 -0.43 0.42
C 7.178 -0.710 -17.960 -0.06 -0.43 -0.76
C 5.773 -0.108 -17.985 0.69 0.00 0.62
C 5.388 0.472 -19.353 0.71 0.12 0.57
N 5.650 -0.560 -20.351 -0.90 -0.54 0.03
O 5.216 -0.122 -21.638 0.40 0.22 0.02
C 3.914 0.806 -19.340 -0.57 -0.03 -1.28
C 6.213 1.752 -19.534 -0.05 0.51 0.13
C 6.679 -2.465 -21.337 -0.12 0.21 -0.96
H 8.611 -0.897 -21.859 -0.16 -0.18 0.06
H 8.815 -0.070 -20.354 -0.19 0.08 0.09
H 7.669 0.534 -21.548 -0.18 -0.08 0.04
H 6.441 -2.481 -18.848 0.03 0.01 0.01
H 8.155 -2.373 -19.022 0.21 0.33 -0.21
H 7.959 0.029 -18.154 -0.05 0.11 0.40
H 7.339 -1.217 -17.008 0.21 0.29 0.15
H 5.747 0.691 -17.238 -0.27 0.09 -0.10
H 5.091 -0.887 -17.630 -0.23 0.06 -0.34
H 3.277 -0.069 -19.188 0.20 -0.03 0.54
H 3.682 1.625 -18.663 -0.02 -0.14 0.23
H 3.629 1.122 -20.350 0.09 0.32 0.17
H 5.977 2.327 -20.431 -0.08 -0.28 -0.15
H 6.009 2.417 -18.689 0.02 -0.01 -0.05
H 7.282 1.551 -19.526 0.02 0.02 -0.03
H 6.686 -2.156 -22.388 0.03 -0.13 0.02
H 5.681 -2.862 -21.150 0.04 -0.05 0.22
H 7.403 -3.275 -21.235 0.16 0.16 0.20
H 4.497 -0.725 -21.853 0.00 -0.02 0.00
C 4.664 -3.506 -27.393 -0.97 0.73 -0.10
C 5.125 -3.341 -25.920 0.14 -0.14 -0.99
C 5.427 -4.728 -25.334 -0.01 -0.65 0.12
C 6.872 -5.246 -25.466 -0.92 0.63 -0.80
C 7.892 -4.148 -25.283 -0.38 0.06 1.07
C 7.638 -2.917 -26.147 0.72 -0.47 -0.77
N 6.294 -2.467 -25.848 0.07 -0.03 1.75
O 6.014 -1.173 -26.334 0.00 -0.18 -0.54
C 8.614 -1.837 -25.702 0.20 0.78 -0.32
C 7.910 -3.219 -27.625 -0.31 0.50 -0.92
C 4.010 -2.707 -25.100 -0.65 0.15 0.10
H 4.985 -2.652 -27.992 0.26 -0.16 -0.05
H 3.570 -3.432 -27.433 0.06 -0.24 0.01
H 4.918 -4.444 -27.880 0.38 0.01 0.10
H 5.050 -4.802 -24.310 0.38 0.24 0.15
H 4.822 -5.454 -25.885 -0.25 0.15 0.10
H 6.948 -5.598 -26.501 0.25 -0.34 0.15
H 6.985 -6.087 -24.786 0.30 -0.04 -0.04
H 8.890 -4.565 -25.417 0.15 0.33 -0.09
H 7.792 -3.735 -24.269 0.29 -0.40 0.13
H 8.411 -1.517 -24.678 0.05 -0.10 0.03
H 9.662 -2.127 -25.801 -0.12 -0.43 0.20
H 8.539 -0.960 -26.351 -0.23 -0.01 0.11
H 7.627 -2.356 -28.242 0.04 0.04 0.20
H 8.967 -3.392 -27.839 0.02 -0.12 0.26
H 7.337 -4.042 -28.055 0.03 -0.17 0.33
H 3.838 -1.659 -25.348 0.16 -0.02 -0.11
H 4.187 -2.786 -24.025 0.22 0.04 -0.04
H 3.060 -3.208 -25.308 0.10 -0.15 0.08
H 6.015 -0.626 -25.542 0.02 0.02 0.01
C 4.725 -2.074 -9.890 0.19 -0.10 0.66
C 4.749 -2.523 -11.353 -0.52 -0.54 0.03
C 3.350 -2.285 -11.958 0.62 0.40 0.24
C 3.350 -2.319 -13.476 -1.14 0.15 -0.11
C 4.274 -1.257 -14.029 0.51 -0.66 0.01
C 5.703 -1.474 -13.507 0.41 -0.13 -0.67
N 5.663 -1.643 -12.068 -0.20 0.91 0.58
O 6.965 -1.704 -11.509 0.10 -0.40 -0.19
C 6.355 -2.667 -14.237 0.11 0.24 0.28
C 6.512 -0.213 -13.832 0.13 0.01 0.83
C 5.070 -4.031 -11.372 0.17 0.19 -0.25
H 4.920 -1.007 -9.777 -0.25 0.06 -0.21
H 5.482 -2.574 -9.279 0.09 -0.05 -0.23
H 3.773 -2.311 -9.408 -0.07 0.04 -0.19
H 2.630 -2.989 -11.541 0.09 -0.07 0.07
H 3.084 -1.285 -11.595 -0.32 -0.02 -0.31
H 2.322 -2.115 -13.803 0.09 0.02 -0.08
H 3.556 -3.313 -13.879 0.29 -0.01 0.16
H 3.894 -0.267 -13.770 0.13 0.06 0.06
H 4.363 -1.336 -15.116 -0.28 0.18 -0.04
H 6.325 -2.508 -15.316 -0.07 -0.15 -0.05
H 7.402 -2.751 -13.940 -0.01 0.00 0.04
H 5.864 -3.594 -13.959 -0.04 -0.10 -0.34
H 7.563 -0.325 -13.558 0.00 -0.17 -0.21
H 6.442 0.038 -14.887 -0.07 0.09 -0.07
H 6.137 0.592 -13.190 -0.13 0.15 -0.35
H 6.010 -4.203 -10.849 0.01 -0.17 -0.10
H 5.134 -4.432 -12.383 0.08 0.01 0.01
H 4.269 -4.588 -10.885 0.06 0.08 0.24
H 7.085 -0.839 -11.102 -0.01 0.00 0.04
C 4.007 6.795 -13.858 0.01 0.45 0.45
C 3.883 5.799 -15.002 0.24 0.09 -0.45
C 3.396 6.471 -16.281 -0.42 1.58 0.22
C 4.442 7.308 -16.998 0.20 -0.13 -0.82
C 5.647 6.448 -17.375 -0.97 0.31 0.35
C 6.221 5.745 -16.146 0.96 0.43 0.39
N 5.159 5.165 -15.325 -0.53 -0.99 -0.78
O 5.675 4.506 -14.183 0.26 0.24 0.14
C 7.105 4.597 -16.629 -0.48 -0.87 0.54
C 7.085 6.736 -15.361 0.51 1.00 -0.21
C 2.879 4.707 -14.647 -0.08 0.13 0.53
H 4.714 7.596 -14.075 0.08 -0.09 -0.11
H 4.353 6.289 -12.956 0.03 0.00 -0.03
H 3.068 7.302 -13.617 -0.13 -0.28 -0.11
H 2.888 5.776 -16.949 0.33 -0.22 -0.11
H 2.645 7.232 -16.022 -0.29 -0.51 0.30
H 4.740 8.211 -16.458 0.01 -0.27 0.45
H 3.974 7.728 -17.896 0.10 -0.19 -0.10
H 6.410 7.084 -17.824 0.18 -0.29 -0.14
H 5.288 5.702 -18.090 0.25 -0.03 -0.09
H 7.827 4.861 -17.396 -0.01 0.17 0.00
H 7.626 4.121 -15.794 0.24 0.30 -0.03
H 6.436 3.805 -16.987 0.10 0.16 -0.37
H 7.534 6.326 -14.458 -0.23 -0.16 0.04
H 7.910 7.130 -15.972 0.02 -0.47 -0.11
H 6.557 7.661 -15.114 -0.26 -0.25 0.24
H 1.877 5.142 -14.668 -0.05 -0.10 0.01
H 3.060 4.338 -13.636 -0.02 -0.08 -0.05
H 2.929 3.871 -15.344 0.01 0.07 -0.11
H 5.678 3.575 -14.425 -0.06 -0.03 -0.02
C 2.359 -4.441 -16.316 -0.63 -0.07 -0.60
C 2.127 -5.158 -17.671 -0.18 0.29 -0.17
C 2.144 -4.123 -18.808 0.96 0.53 0.24
C 3.543 -3.552 -19.080 0.10 -1.13 0.39
C 4.525 -4.710 -19.325 -0.85 0.58 -1.22
C 4.492 -5.864 -18.332 0.84 0.25 0.20
N 3.098 -6.193 -18.021 -0.15 -0.03 -0.50
O 3.006 -7.299 -17.156 0.17 0.15 0.18
C 5.094 -7.078 -19.021 -0.09 -0.68 -0.82
C 5.379 -5.506 -17.111 -0.38 0.14 0.53
C 0.739 -5.792 -17.693 -0.43 0.50 0.94
H 1.847 -4.978 -15.515 0.49 -0.13 0.22
H 1.847 -3.477 -16.371 0.12 0.08 0.09
H 3.414 -4.260 -16.145 -0.01 -0.03 0.34
H 1.767 -4.601 -19.713 -0.11 0.14 -0.04
H 1.551 -3.250 -18.526 -0.57 -0.36 -0.11
H 3.900 -2.951 -18.237 -0.19 0.22 -0.08
H 3.488 -2.944 -19.983 0.23 0.29 0.15
H 5.521 -4.291 -19.463 0.21 -0.37 0.27
H 4.232 -5.093 -20.314 0.16 -0.22 0.12
H 6.069 -6.889 -19.479 0.11 0.27 0.43
H 5.164 -7.950 -18.372 0.07 0.11 0.14
H 4.473 -7.373 -19.874 -0.21 0.06 0.22
H 4.933 -5.913 -16.197 0.24 -0.01 0.06
H 6.393 -5.898 -17.169 -0.05 -0.14 -0.23
H 5.477 -4.429 -16.950 -0.14 0.01 -0.07
H 0.586 -6.516 -16.890 0.33 -0.30 -0.27
H 0.501 -6.216 -18.663 0.00 -0.11 0.00
H 0.015 -5.010 -17.430 0.01 0.05 -0.42
H 3.346 -7.008 -16.294 -0.04 -0.08 0.06
```
Positions in Å, forces in eV/Å.

Summary:
HOMO, eV: -8.2
SMILES: CC1(C)CCCC(C)(C)N1O.CC1(C)CCCC(C)(C)N1O.CC1(C)CCCC(C)(C)N1O.CC1(C)CCCC(C)(C)N1O.CC1(C)CCCC(C)(C)N1O.CC1(C)CCCC(C)(C)N1O.CO
Orbital gap, Eh: 0.316
Spin multiplicity: 1
LUMO energy, hartree: 0.014
Total charge: 0
Energy above the lowest of the compared OMol25 structures with the same formula, charge and spin, kcal/mol: 0.0

Here are the Mulliken charges for atoms 1 to 2, given in e: number 1, C, carries -0.288; number 2, O, carries -0.566